The following is a DFT calculation (ωB97M-V/def2-TZVPD) of 8 unconnected molecules or ions with the total composition C48H49F8OP.

```
107
C48H49F8OP, DFT ωB97M-V/def2-TZVPD
F 2.618 0.672 1.016
C 2.586 -0.225 0.022
C 1.724 -1.313 0.109
C 1.686 -2.244 -0.928
C 2.520 -2.084 -2.038
C 3.386 -0.991 -2.114
C 3.415 -0.054 -1.081
H 1.090 -1.426 0.982
H 1.010 -3.094 -0.873
H 2.494 -2.813 -2.845
H 4.037 -0.870 -2.976
H 4.075 0.806 -1.128
F 2.462 -5.196 -1.941
C 1.571 -6.088 -1.489
C 1.631 -6.505 -0.164
C 0.701 -7.431 0.308
C -0.274 -7.938 -0.555
C -0.324 -7.518 -1.884
C 0.600 -6.584 -2.353
H 2.401 -6.106 0.489
H 0.734 -7.757 1.344
H -0.997 -8.663 -0.187
H -1.081 -7.917 -2.555
H 0.571 -6.239 -3.381
F -3.491 -9.448 -0.298
C -4.052 -9.125 0.874
C -4.003 -10.030 1.929
C -4.584 -9.692 3.151
C -5.217 -8.456 3.302
C -5.266 -7.557 2.236
C -4.675 -7.891 1.017
H -3.514 -10.989 1.791
H -4.544 -10.390 3.984
H -5.674 -8.195 4.254
H -5.763 -6.597 2.354
H -4.696 -7.200 0.181
F 0.493 5.039 4.951
C 1.644 4.840 5.607
C 2.614 4.011 5.052
C 3.814 3.808 5.732
C 4.028 4.428 6.966
C 3.047 5.254 7.517
C 1.851 5.466 6.831
H 2.426 3.532 4.097
H 4.582 3.169 5.303
H 4.963 4.266 7.498
H 3.214 5.732 8.479
H 1.081 6.112 7.240
F -8.238 -7.742 0.728
C -8.270 -8.639 -0.266
C -9.132 -9.726 -0.179
C -9.170 -10.658 -1.216
C -8.336 -10.497 -2.325
C -7.471 -9.405 -2.402
C -7.442 -8.468 -1.369
H -9.767 -9.839 0.695
H -9.846 -11.508 -1.161
H -8.363 -11.226 -3.132
H -6.820 -9.284 -3.264
H -6.781 -7.608 -1.416
F 2.550 6.616 -8.006
C 2.010 6.769 -6.789
C 2.842 6.877 -5.680
C 2.281 7.042 -4.414
C 0.892 7.086 -4.270
C 0.065 6.972 -5.388
C 0.627 6.819 -6.655
H 3.918 6.832 -5.810
H 2.922 7.134 -3.541
H 0.454 7.210 -3.281
H -1.016 7.003 -5.273
H 0.000 6.738 -7.537
F 4.299 4.965 0.565
C 5.130 5.612 1.394
C 5.488 5.022 2.602
C 6.357 5.693 3.462
C 6.851 6.951 3.110
C 6.482 7.536 1.898
C 5.622 6.861 1.033
H 5.087 4.048 2.862
H 6.648 5.237 4.405
H 7.525 7.475 3.784
H 6.865 8.518 1.628
H 5.332 7.297 0.082
O -2.901 4.080 -4.087
C -1.964 3.017 -3.599
C -1.170 3.680 -2.318
C -0.205 2.608 -1.525
C 0.889 3.416 -0.581
P 0.002 4.801 0.389
C 1.280 5.945 1.313
C 0.373 7.261 1.804
F 0.002 8.100 0.607
H -2.591 4.988 -3.757
H -1.175 2.701 -4.431
H -2.579 2.065 -3.225
H -0.485 4.602 -2.633
H -2.013 4.160 -1.623
H 0.368 1.856 -2.252
H -0.920 1.936 -0.871
H 1.819 3.758 -1.208
H 1.302 2.601 0.187
H -0.686 5.737 -0.495
H 1.779 5.419 2.232
H 2.092 6.391 0.564
H 0.931 7.863 2.637
H -0.658 6.793 2.172
```

=====

The following is a DFT calculation (ωB97M-V/def2-TZVPD) of a molecular structure, C48H49N5P2SSiTl.

```
107
C48H49N5P2SSiTl, DFT ωB97M-V/def2-TZVPD
Tl 0.892 0.822 0.681
C 3.468 2.016 4.633
C 2.671 1.985 3.356
N 2.523 0.900 2.655
N 3.143 -0.191 3.146
C 2.777 -1.379 2.734
N 3.468 -2.419 3.318
S 1.509 -1.841 1.682
C 1.981 3.194 2.931
C 1.804 4.274 3.813
C 1.061 5.367 3.428
C 0.515 5.388 2.149
C 0.740 4.294 1.337
N 1.441 3.224 1.698
H 3.985 1.068 4.734
H 4.196 2.830 4.616
H 2.816 2.150 5.500
H 4.373 -2.190 3.702
H 3.395 -3.289 2.822
H 2.218 4.225 4.810
H 0.888 6.188 4.112
H -0.089 6.216 1.804
H 0.315 4.269 0.338
C -2.463 -1.855 -3.575
N -2.965 -0.486 -3.622
C -2.016 0.620 -3.797
P -0.936 1.110 -2.330
C -2.255 2.013 -1.414
C -2.765 1.425 -0.258
C -3.763 2.059 0.468
C -4.258 3.284 0.048
C -3.772 3.865 -1.116
C -2.777 3.231 -1.845
C -0.085 2.537 -3.128
C -0.145 2.900 -4.472
C 0.624 3.954 -4.952
C 1.459 4.662 -4.104
C 1.539 4.301 -2.766
C 0.786 3.241 -2.293
C -4.289 -0.260 -3.984
C -5.057 -1.207 -4.674
C -6.388 -0.965 -4.974
C -6.991 0.231 -4.615
C -6.238 1.185 -3.944
C -4.913 0.945 -3.627
P -1.684 -2.440 -1.959
C -3.184 -3.124 -1.140
C -3.087 -4.305 -0.401
C -4.200 -4.824 0.240
C -5.417 -4.158 0.180
C -5.506 -2.954 -0.501
C -4.394 -2.431 -1.146
C -1.000 -4.026 -2.625
C -1.462 -4.674 -3.770
C -0.817 -5.807 -4.244
C 0.283 -6.322 -3.574
C 0.727 -5.707 -2.413
C 0.092 -4.566 -1.948
H -1.699 -2.007 -4.352
H -3.295 -2.530 -3.751
H -2.585 1.499 -4.097
H -1.318 0.351 -4.605
H -2.369 0.473 0.074
H -4.152 1.597 1.367
H -5.022 3.789 0.624
H -4.170 4.812 -1.459
H -2.400 3.688 -2.753
H -0.784 2.381 -5.174
H 0.565 4.224 -6.000
H 2.057 5.478 -4.491
H 2.201 4.831 -2.093
H 0.886 2.919 -1.262
H -4.619 -2.140 -4.998
H -6.957 -1.720 -5.501
H -8.030 0.417 -4.852
H -6.691 2.122 -3.645
H -4.359 1.687 -3.066
H -2.135 -4.815 -0.333
H -4.115 -5.757 0.784
H -6.290 -4.571 0.670
H -6.443 -2.412 -0.528
H -4.469 -1.480 -1.659
H -2.329 -4.313 -4.307
H -1.178 -6.286 -5.147
H 0.780 -7.206 -3.953
H 1.577 -6.106 -1.875
H 0.447 -4.079 -1.049
C 4.185 -1.161 -0.638
Si 3.066 0.318 -1.184
C 2.189 -0.445 -2.732
C 4.372 1.356 -2.151
C 4.025 2.058 -3.309
C 4.976 2.686 -4.100
C 6.318 2.635 -3.751
C 6.686 1.975 -2.587
C 5.724 1.358 -1.799
H 4.925 -1.411 -1.404
H 3.579 -2.047 -0.447
H 4.711 -0.932 0.293
H 2.900 -0.969 -3.378
H 1.702 0.333 -3.325
H 1.417 -1.151 -2.437
H 2.986 2.101 -3.614
H 4.669 3.202 -5.004
H 7.070 3.095 -4.382
H 7.731 1.936 -2.298
H 6.036 0.845 -0.896
```

Its total charge is -1. As for the energy above the lowest of the compared OMol25 structures with the same formula, charge and spin: 0.00 kJ/mol.

=====

Kohn-Sham gap? In order: 8.77; 5.23 eV.
DFT total energy? In order: -3073.805535; -3675.199138 Eh.